91
Properties=species:S:1:pos:R:3:forces:R:3:lowdin_charge:R:1 method="wB97M-V/def2-TZVPD" spin_multiplicity=4 gap_ev="6.84 / 4.90" e_above_lowest_ev=0.0000 total_charge=+1 homo_energy_ha="-0.3790 / -0.3900" e_lumo_ev="-3.47 / -5.71"
O 0.71526 -1.27198 -0.72631 -0.0515 0.0144 -0.0321 -0.2591
H 1.96042 -0.04641 -4.85574 0.0200 -0.0175 -0.0052 0.0925
N -0.50581 -0.26840 1.86831 0.0909 -0.1053 0.1296 -0.1925
H -1.10112 -3.63410 1.95126 -0.0850 -0.0311 -0.0679 0.0282
H 0.58961 -3.20030 1.60830 0.0571 0.0072 -0.0844 0.0243
H 0.13836 -3.86017 3.16587 0.0062 -0.0201 0.0407 0.0486
F -0.27365 1.57197 -0.04232 -0.1180 -0.0825 -0.0695 -0.1346
N 1.92028 -6.49459 -2.27900 0.0065 -0.0173 0.0757 -0.3522
H 3.05749 3.42406 -3.43729 0.0145 -0.0366 -0.0050 0.0549
C -7.60348 1.31870 -0.75107 0.1558 -0.0437 -0.0107 0.1029
O 1.00144 -7.27051 -2.44167 0.1217 0.0653 -0.0085 0.0950
H 2.64658 4.22532 0.28527 -0.0227 -0.0048 0.0117 0.0732
H 5.56978 0.78327 0.15267 -0.0053 0.0269 -0.0115 0.0814
H 1.90398 -1.62641 3.74859 0.0486 -0.0017 0.0001 0.0265
C 2.96680 0.23136 -2.97734 0.0210 -0.1392 -0.1357 -0.5421
N -7.70025 0.83149 -3.16176 -0.0174 -0.0109 -0.0153 -0.3464
H -0.48872 -5.57175 -1.68451 -0.0170 -0.0258 0.0052 0.1378
O -1.86687 -2.31404 -0.17128 0.0229 -0.1020 0.0869 -0.1182
C 1.01471 -1.22363 4.23934 0.0400 0.0573 -0.1044 -0.1607
H 2.00873 4.23961 -2.27589 -0.0072 -0.0011 0.0044 0.0839
O -2.81849 0.34127 0.41938 -0.1586 0.0253 0.1196 -0.1463
H 4.18427 3.50452 0.76607 0.0060 -0.0253 0.0021 0.0603
C 0.27727 -4.81672 -1.57342 0.1652 0.1031 -0.0246 0.0736
H -8.64793 1.59037 -0.77056 0.0046 -0.0011 0.0044 0.1385
C -0.53016 2.93924 3.80151 -0.0216 0.0329 -0.0297 -0.0615
H -2.19336 -2.48827 4.61788 0.0425 -0.0419 0.0134 0.0395
H 4.67525 2.86962 -1.58615 0.0217 0.0613 -0.0283 0.0919
C -0.37856 3.86811 2.77993 -0.0006 -0.0022 -0.0279 -0.0752
O -7.08772 0.48720 -4.15135 -0.0985 0.0456 0.0949 0.0950
H 2.91215 -0.81966 -2.69189 0.0230 0.0314 0.0108 0.0585
C -6.86074 1.36950 0.41347 -0.0655 0.0254 0.0632 -0.0967
H 3.08886 -2.21090 -1.08871 0.0000 0.0322 -0.0041 0.0909
C -1.40669 -3.32374 -0.72635 0.0272 0.1038 0.0151 -0.1293
H 4.16329 4.94743 -0.23517 0.0146 0.0195 -0.0213 0.0917
C -0.05207 -3.51805 -1.14937 -0.0589 -0.0946 0.0393 -0.1151
C 2.29547 -2.92567 -1.25146 -0.0389 -0.0590 -0.0556 0.0002
O -8.69955 2.12191 1.57815 0.0929 -0.0190 0.0297 0.1050
C 2.60426 -4.20123 -1.65185 -0.0603 0.0328 0.0420 0.0412
H 1.80044 1.58804 -4.22999 0.0018 0.0053 0.0064 0.0705
C -0.60306 1.57792 3.54838 0.0347 0.0661 0.0074 -0.0328
H 5.39426 -0.69332 1.08258 0.0006 -0.0213 0.0127 0.0951
Tc -1.04074 -0.48868 -0.03912 -0.2953 0.1073 -0.1971 1.5758
C -2.08040 -1.55149 4.07008 -0.0205 0.0320 -0.1086 -0.1544
C -4.90076 0.61378 -0.69885 0.0433 -0.0251 -0.2064 -0.0915
H 4.42613 1.58677 -3.87257 -0.0094 0.0648 0.0088 0.0712
Sb 2.68508 1.26866 -1.11657 -0.2418 0.0806 0.0978 1.7847
C 4.97565 -0.12770 0.24679 -0.0049 -0.0387 0.0352 -0.1229
H -0.22831 4.08653 0.62267 0.0231 0.0218 -0.0391 0.1218
H -2.10215 -4.15761 -0.85673 0.0413 -0.0111 -0.0091 0.1560
Si -0.46784 -1.51647 3.12625 0.0273 -0.0573 0.0666 0.4329
C 3.50596 0.17090 0.54172 0.1316 -0.1042 0.0676 -0.5354
H 5.11670 -0.72818 -0.65361 -0.0095 0.0167 -0.0290 0.0646
H 3.62709 -4.50353 -1.82467 0.0118 -0.0146 -0.0078 0.1304
H 3.94561 1.73242 1.99723 0.0029 0.0369 -0.0192 0.0688
C -5.60568 0.54724 -1.89651 -0.0949 0.0525 0.1613 0.0905
H -2.90491 -1.48406 3.35600 -0.0463 -0.0101 0.0144 0.0364
H 0.90019 -1.75677 5.18387 -0.0383 -0.0484 0.0363 0.0425
H -0.34971 4.92629 2.99233 0.0024 0.0227 0.0110 0.1087
H 3.60221 4.88997 -2.63369 0.0232 0.0021 0.0071 0.0924
H 4.46710 -0.05686 -4.47730 0.0027 -0.0187 -0.0138 0.0946
C -0.49386 1.07036 2.24368 0.1174 0.0559 0.0145 -0.3294
C 3.04254 3.96392 -2.49122 -0.0591 -0.0453 -0.0235 -0.1337
C 0.95934 -2.52127 -1.03080 0.0184 0.0421 0.0108 -0.3223
H 0.85190 0.27422 -3.52366 -0.0040 -0.0032 0.0086 0.0705
C -3.46227 0.23133 -0.69701 -0.0957 0.0914 0.0925 -0.5669
C 1.58234 -5.13372 -1.83231 -0.0729 -0.0876 -0.0478 -0.1294
N -7.53167 1.81264 1.65847 0.0369 -0.0071 0.0438 -0.3465
C 3.65945 3.99739 -0.04987 -0.0160 -0.0665 0.0709 -0.1250
C -5.52377 1.02691 0.47160 -0.0235 0.0027 -0.0967 0.0879
O -6.85851 1.83277 2.66911 -0.1055 0.0125 -0.1036 0.0917
H -0.75227 0.90247 4.37670 0.0014 -0.0123 0.0009 0.0862
C -6.94084 0.90182 -1.89139 -0.0076 -0.0066 -0.0292 -0.0961
H -4.98307 1.08347 1.40398 0.0031 -0.0036 0.0136 0.1340
H -0.61362 3.28098 4.82400 -0.0108 0.0146 0.0138 0.1140
C 4.33752 0.54292 -3.57397 -0.0017 -0.0150 0.0113 -0.1194
C 3.65483 3.18048 -1.33479 0.1217 0.1145 -0.0309 -0.5472
H 1.20831 -0.17701 4.47208 0.0050 -0.0106 0.0037 0.0207
C -0.29944 3.41634 1.46747 -0.0209 -0.0502 0.1513 -0.0212
O 3.09736 -6.74357 -2.44484 -0.1384 0.0001 -0.0245 0.0917
H 2.91586 -0.74504 0.51951 -0.0394 0.0065 -0.0087 0.0572
C 1.82410 0.53579 -3.94276 -0.0421 0.0381 0.0543 -0.1270
H 5.16545 0.30672 -2.90487 -0.0069 -0.0071 0.0365 0.0691
H -5.12290 0.22530 -2.80642 0.0079 -0.0054 -0.0239 0.1362
H 3.57946 0.15817 2.67844 0.0067 -0.0136 -0.0084 0.0875
C -0.19521 -3.19868 2.36321 -0.0087 0.0638 0.0664 -0.1557
O -2.88481 -0.18963 -1.70649 0.4375 -0.0851 -0.0328 0.0083
C -0.35712 2.06303 1.28227 0.0595 -0.0187 -0.0472 -0.2237
C 3.30554 0.85850 1.88647 -0.1128 0.0603 -0.0010 -0.1128
H 2.26957 1.15887 2.06228 0.0490 -0.0289 -0.0261 0.0643
H -2.20005 -0.73879 4.78529 0.0044 0.0352 0.0091 0.0279
O -8.87612 1.12101 -3.11799 0.1348 -0.0319 -0.0476 0.1037

109
Properties=species:S:1:pos:R:3:forces:R:3:lowdin_charge:R:1 method="wB97M-V/def2-TZVPD" spin_multiplicity=5 gap_ev="7.24 / 7.29" e_above_lowest_ev=0.3370 total_charge=-1 homo_energy_ha="-0.1832 / -0.1848" e_lumo_ev="2.26 / 2.26"
H 6.46298 0.52745 3.44743 -0.0173 -0.0116 -0.0343 0.0986
H 1.77681 -2.66917 2.51173 0.1389 -0.1157 -0.0311 0.0512
C 3.29715 -1.99589 -2.04766 -0.0157 0.0847 0.0306 -0.0684
H 4.19268 3.37984 -4.53045 -0.0345 -0.0505 0.0443 0.0740
H 4.63917 -3.65137 -2.28731 -0.0451 0.0151 0.0398 0.1011
H 1.93216 2.62250 2.36874 -0.0185 0.0112 -0.0327 0.0777
C -0.97503 0.08049 -3.45491 -0.2482 0.1598 -0.1763 -0.1721
C -2.16436 0.69939 -2.74704 -0.0629 -0.0023 -0.1435 -0.2531
C 5.78314 -0.10222 2.88468 -0.0531 -0.0296 -0.0150 -0.0894
O -1.52586 -1.03107 4.99011 0.0127 0.0550 -0.1678 -0.2771
C -3.13195 1.33081 -3.53121 -0.0985 -0.0678 -0.0382 -0.0711
C 3.52309 -0.60229 2.18258 -0.0101 0.0207 -0.1238 -0.3267
H -4.70654 -4.23878 -0.07782 0.0305 0.0033 -0.0253 0.1039
C -1.09133 4.12087 -1.71871 -0.0064 -0.3920 -0.1067 -0.2702
H 2.05319 4.24296 4.21163 -0.0166 -0.0014 0.0126 0.1062
H 0.55218 -0.32724 -5.52742 -0.0414 -0.0450 0.0270 0.0809
H -2.99813 1.35179 -4.61044 -0.0191 -0.0138 0.0966 0.1101
H -1.18333 -2.04127 2.29753 0.0316 -0.0012 -0.0159 0.0184
H 1.68969 3.38511 -4.62278 -0.0887 -0.0656 -0.0272 0.1126
H 1.11888 -0.52178 5.18661 0.0115 0.0763 -0.0062 0.0864
H 3.55157 1.75685 -4.17953 -0.0008 0.0896 0.0200 0.0705
O 1.39162 1.51041 -0.50968 -0.3353 0.1311 -0.0444 -0.4936
C 1.79344 2.28443 3.39114 0.0019 -0.0079 0.1311 -0.1446
As 1.59223 -0.20252 2.09630 0.1497 -0.1857 0.1072 1.3454
C 4.42324 0.19338 2.88491 0.1271 -0.0257 -0.0280 -0.0878
C 2.93297 -4.17257 -1.08619 0.0221 0.0221 -0.0225 -0.0878
C -1.78604 4.91087 -0.63996 0.0430 -0.0534 0.1750 -0.0720
H 2.28834 4.40176 -3.31320 -0.0612 0.1859 0.1964 0.0406
C 4.02101 -1.69547 1.47648 0.1351 0.0149 0.0749 -0.1191
H -2.47382 -2.25956 -5.37113 0.0138 0.0341 0.0321 0.0822
H -0.27268 0.86700 -3.75163 0.0178 -0.0162 0.0765 0.1177
C 1.86084 3.20028 4.43135 0.0085 -0.0975 0.1118 -0.0821
H -1.88786 -2.48014 -3.70862 0.0387 -0.0294 0.0106 0.0637
O -1.20922 2.62513 4.02313 -0.1485 -0.0421 -0.1608 -0.2481
C -2.26994 -1.74474 -4.42849 0.1229 0.1859 -0.0450 -0.0804
H -0.27938 -3.88812 -2.24277 0.0716 -0.0093 -0.0351 0.0961
F -3.57356 3.59961 1.76526 -0.0898 0.0042 0.0551 0.1223
C 1.33716 0.51683 4.96726 0.0207 0.0375 0.0149 -0.1040
C -3.39599 -5.03044 -1.58892 0.0396 -0.0118 -0.0436 -0.0912
C 0.94799 -1.98599 2.65956 -0.3456 0.0530 -0.0198 -0.3787
C 3.70856 -3.30404 -1.85155 -0.0057 -0.1112 0.0535 -0.0923
H 5.73404 -2.85410 0.91504 -0.0283 0.0620 0.0311 0.0971
C -2.81956 -3.22515 -0.10958 -0.1149 -0.0213 0.0045 -0.0934
C 6.26772 -1.19388 2.17686 -0.0440 0.0294 0.0003 -0.1049
C 1.54123 0.93945 3.65956 -0.0689 0.0509 -0.0288 -0.4178
S -2.48857 -0.20289 4.32302 0.1024 0.6261 -0.0021 0.6003
P 1.18105 2.84365 -1.19303 -0.0289 -0.5011 -0.3446 0.0579
H -5.30880 2.25820 -1.10661 0.0675 -0.0164 -0.0333 0.0976
H -3.09599 -2.54962 0.69315 -0.0053 -0.0140 -0.0220 0.0915
N -1.32722 -0.65852 -4.67030 -0.0029 0.0046 0.0185 -0.2585
H -3.20906 -1.35225 -4.04143 0.0124 0.0236 0.0268 0.0835
H 3.91223 -1.31030 -2.62011 -0.0574 -0.0339 0.0247 0.1077
H 7.32863 -1.41824 2.17109 -0.0494 0.0084 0.0174 0.0944
H -3.58593 1.20852 0.26500 0.0003 0.0608 0.2338 0.0685
F -3.16674 -2.61471 3.53016 -0.2157 -0.1229 -0.1000 0.1182
H -1.11669 5.06045 0.20917 -0.0194 0.0313 -0.0587 0.0638
C 3.60595 2.78881 -3.82049 0.0565 -0.0721 0.0429 -0.0857
O -0.43474 2.93381 -1.18959 -0.0326 0.6666 0.1700 -0.3526
H -0.37671 -3.51991 1.83835 0.0361 -0.2096 -0.0699 0.0724
N -1.93492 0.41448 2.93853 -0.1349 0.3067 0.4750 -0.2855
H 4.11689 2.79700 -2.85406 -0.0289 0.0138 -0.0795 0.0689
C -1.23950 -3.97088 -1.75479 -0.0420 -0.1471 0.0004 -0.1303
C -0.12030 -1.15865 -5.29899 -0.0277 0.0284 -0.0073 -0.1154
H -2.07315 5.88919 -1.03698 -0.0100 -0.0758 0.0160 0.0812
H -4.10776 -5.77122 -1.93645 0.0448 0.0370 0.0260 0.0985
C 1.74022 -3.73006 -0.53167 0.1550 -0.0268 -0.0880 -0.1305
H 1.21100 1.11005 7.02382 0.0022 0.0193 -0.0521 0.1013
H 0.69865 -1.98389 3.72294 -0.0080 -0.0120 -0.0712 0.0525
Te 2.25350 4.76012 -0.39207 0.0787 0.0465 0.0389 0.3758
H 1.79370 -0.51936 -1.61798 0.0304 0.0693 0.0080 0.0767
F -3.77521 3.42532 3.90220 -0.1187 -0.0536 0.0490 0.1504
C -4.42375 1.83986 -1.57786 -0.0012 -0.0148 -0.0282 -0.1008
C 5.37703 -1.99406 1.47336 -0.0020 0.0022 0.0044 -0.0903
C -3.73822 -1.42056 3.71028 0.1554 0.2179 -0.1199 -0.6764
H 1.68200 3.49491 6.55219 0.0092 -0.0233 -0.0209 0.0971
H 3.34941 -2.33775 0.92994 -0.0737 -0.0635 -0.1193 0.0612
H 1.13366 -4.40623 0.05567 -0.0396 -0.0753 0.0524 0.1082
H -0.35147 4.74326 -2.21901 0.1833 -0.0228 -0.0321 0.0802
H -0.43975 -0.56405 -2.74660 0.1279 -0.2029 0.1653 0.0858
C -4.25975 1.90309 -2.95602 0.0802 0.0061 -0.0078 -0.1045
C 1.65524 2.77761 5.74007 -0.0028 -0.0560 -0.1150 -0.0895
C 1.38944 1.43824 6.00570 -0.0030 0.0748 -0.0453 -0.0798
C -3.73260 -4.17378 -0.54842 0.0313 0.0319 0.0280 -0.0764
F -4.29308 -1.03667 2.55929 -0.1083 -0.1650 0.0983 0.1238
H -1.88383 -5.58066 -3.01252 -0.0169 0.0146 0.0102 0.1025
C -3.43510 1.24584 -0.80338 -0.0010 -0.1673 -0.1693 -0.1243
C 1.31879 -2.42098 -0.73959 0.0187 0.1564 -0.0757 -0.3943
H 3.26004 -5.19263 -0.92088 -0.0087 0.0285 -0.0117 0.1015
C -3.52159 2.74937 2.79462 0.3117 -0.0100 -0.2322 -0.6586
C -2.27116 0.67882 -1.34737 -0.1744 0.1674 0.0347 -0.1897
H -2.67610 4.39005 -0.29918 -0.0408 -0.0246 0.0524 0.0550
F -4.68611 -1.53035 4.63839 -0.0830 -0.2152 -0.1264 0.1387
C -1.56342 -3.12896 -0.70208 -0.2102 0.2222 0.0067 -0.3534
S -1.78383 2.00746 2.87004 0.5269 -0.1621 -0.5163 0.6211
F -4.45748 1.81988 2.61096 -0.0121 0.0093 0.0309 0.1270
Cr -0.64539 0.65247 -0.07887 0.3119 1.3136 0.0001 0.4245
C 2.22076 3.37982 -3.67119 -0.0140 -0.3770 0.1658 -0.3266
C -2.14925 -4.92549 -2.19118 -0.0898 -0.0307 0.0111 -0.0919
H -1.79780 3.75916 -2.46403 -0.0530 -0.0724 -0.0494 0.1126
O -1.19057 2.32014 1.56271 -0.5290 -0.7144 0.6160 -0.3483
H -5.00143 2.39282 -3.57854 0.0237 -0.0393 0.0216 0.0914
O 1.43216 2.57958 -2.77199 0.2932 0.3917 -0.2867 -0.3004
O -3.26972 0.73345 5.08697 0.2059 -0.1562 -0.1152 -0.2765
H 4.07513 1.04856 3.44543 -0.0425 0.0490 0.0237 0.0908
C 2.10258 -1.55001 -1.49003 0.0434 -0.0739 -0.0317 -0.1028
H -0.36850 -1.66807 -6.23323 0.0054 0.0146 0.0309 0.0769
H 0.42934 -1.87025 -4.65481 -0.0110 0.0075 -0.0070 0.0812
As -0.35899 -1.77310 -0.01893 0.2967 -0.9952 0.4063 1.2679
C -0.27574 -2.43932 1.84630 0.0686 0.3782 0.1589 -0.3957